No. 1
ORCA calculation (wB97M-V/def2-TZVPD) on a cluster of 15 separate species, C69H176N15O30 in total in a non-equilibrium geometry.

Values from the calculation:
HOMO-LUMO gap = 8.58 eV
HOMO level = -15.894 eV
LUMO energy = -7.319 eV
E = -158114.7924 eV

```
! RIJCOSX wB97M-V def2-TZVPD def2/J DEFGRID3
* xyz 5 1
C -5.188 5.477 4.941
O -5.714 4.859 3.812
C -6.521 5.707 3.063
C -5.714 6.750 2.271
N -4.846 5.948 1.347
H -4.373 5.157 1.932
H -5.513 5.386 0.768
C -3.999 6.612 0.374
C -3.832 5.627 -0.777
O -5.077 5.114 -1.263
C -5.743 6.008 -2.228
H -4.317 4.901 5.257
H -5.869 5.451 5.776
H -4.979 6.480 4.687
H -7.200 6.352 3.651
H -7.074 5.165 2.330
H -5.069 7.211 3.001
H -6.395 7.442 1.831
H -3.016 6.831 0.801
H -4.387 7.557 0.063
H -3.267 4.736 -0.442
H -3.326 6.178 -1.576
H -5.187 5.901 -3.240
H -5.777 7.028 -1.823
H -6.720 5.624 -2.409
C 7.028 -2.586 4.085
O 6.259 -3.010 2.943
C 5.842 -1.918 2.154
C 4.971 -2.485 1.081
N 4.340 -3.719 1.657
H 5.059 -4.081 2.316
H 3.502 -3.417 2.219
C 4.084 -4.669 0.572
C 3.910 -6.067 1.115
O 5.019 -6.265 1.944
C 5.265 -7.617 2.355
H 7.220 -3.425 4.757
H 6.490 -1.817 4.617
H 7.964 -2.163 3.747
H 6.756 -1.489 1.755
H 5.263 -1.204 2.697
H 5.456 -2.664 0.118
H 4.199 -1.737 0.941
H 5.014 -4.620 -0.037
H 3.217 -4.393 -0.048
H 3.869 -6.766 0.272
H 2.935 -6.149 1.698
H 4.435 -8.051 2.927
H 6.171 -7.561 2.968
H 5.384 -8.298 1.522
C 1.536 -0.303 -5.296
O 1.369 -1.114 -4.183
C 1.553 -0.346 -2.989
C 1.100 -1.056 -1.731
N -0.322 -0.855 -1.413
H -0.950 -0.877 -2.218
H -0.614 -1.625 -0.821
C -0.585 0.461 -0.678
C -2.073 0.668 -0.406
O -2.675 1.343 -1.503
C -4.093 1.248 -1.533
H 1.205 -0.815 -6.161
H 2.600 0.003 -5.493
H 0.969 0.692 -5.127
H 0.984 0.585 -3.112
H 2.627 -0.056 -2.922
H 1.581 -0.593 -0.867
H 1.386 -2.137 -1.707
H -0.219 1.169 -1.379
H -0.020 0.351 0.249
H -2.182 1.364 0.483
H -2.622 -0.265 -0.150
H -4.367 0.184 -1.510
H -4.444 1.756 -2.413
H -4.567 1.689 -0.658
C -9.371 0.295 -3.412
O -8.176 -0.228 -3.847
C -7.877 -1.535 -3.279
C -6.803 -2.097 -4.261
N -5.781 -1.082 -4.470
H -6.250 -0.222 -4.713
H -5.332 -0.970 -3.556
C -4.740 -1.516 -5.413
C -3.808 -0.432 -5.949
O -3.441 0.417 -4.811
C -2.049 0.644 -4.762
H -10.252 -0.334 -3.620
H -9.505 1.207 -4.023
H -9.419 0.631 -2.328
H -8.747 -2.165 -3.309
H -7.432 -1.454 -2.289
H -7.304 -2.259 -5.196
H -6.344 -3.053 -3.953
H -5.266 -1.973 -6.247
H -4.256 -2.329 -4.853
H -4.344 0.195 -6.635
H -2.911 -0.879 -6.402
H -1.807 1.344 -3.943
H -1.754 1.062 -5.715
H -1.540 -0.290 -4.668
C -0.237 -4.150 -2.834
O 0.166 -4.239 -1.533
C 0.317 -5.570 -1.064
C -0.990 -6.262 -0.816
N -1.830 -5.468 0.146
H -2.150 -4.638 -0.303
H -2.655 -5.995 0.455
C -1.203 -5.176 1.468
C -1.105 -6.511 2.225
O -2.210 -7.286 1.884
C -2.537 -8.364 2.766
H -0.546 -3.152 -3.156
H -1.134 -4.719 -3.026
H 0.536 -4.588 -3.501
H 0.864 -5.390 -0.123
H 0.994 -6.182 -1.718
H -0.929 -7.342 -0.552
H -1.652 -6.291 -1.697
H -1.824 -4.449 1.969
H -0.221 -4.710 1.264
H -1.147 -6.231 3.292
H -0.151 -6.999 1.942
H -3.253 -9.048 2.264
H -3.033 -7.952 3.662
H -1.659 -8.950 3.079
C 3.986 -5.702 -3.899
O 3.554 -6.716 -4.806
C 4.518 -7.296 -5.570
C 4.004 -8.215 -6.635
N 3.612 -7.509 -7.874
H 4.319 -6.784 -7.999
H 3.738 -8.105 -8.704
C 2.284 -6.870 -7.830
C 2.309 -5.845 -8.964
O 3.672 -5.528 -9.206
C 3.727 -4.509 -10.238
H 3.107 -5.451 -3.296
H 4.360 -4.831 -4.509
H 4.849 -6.039 -3.348
H 5.234 -7.857 -4.941
H 5.144 -6.503 -6.105
H 3.167 -8.802 -6.169
H 4.790 -8.917 -6.998
H 2.215 -6.331 -6.870
H 1.640 -7.728 -7.970
H 1.730 -4.994 -8.684
H 2.055 -6.236 -9.982
H 4.743 -4.468 -10.621
H 3.288 -3.558 -9.866
H 3.025 -4.821 -11.029
C 3.547 1.337 5.185
C 2.375 0.378 5.374
N 0.983 1.022 5.666
C 0.854 1.753 7.003
C 0.585 2.037 4.638
C 0.622 1.558 3.274
C -0.018 -0.157 5.713
C -1.513 0.313 5.710
O -1.999 0.670 7.035
C -3.293 1.256 6.994
H 4.440 0.908 4.718
H 3.923 1.801 6.142
H 3.283 2.213 4.567
H 2.601 -0.298 6.204
H 2.240 -0.103 4.404
H -0.136 2.036 7.233
H 1.342 2.729 6.913
H 1.213 1.176 7.834
H 1.227 2.860 4.890
H -0.383 2.351 5.026
H 0.047 0.646 3.235
H 1.632 1.357 2.969
H 0.172 2.302 2.645
H -0.010 -0.726 6.678
H 0.101 -0.821 4.836
H -2.056 -0.542 5.256
H -1.591 1.137 4.986
H -3.443 1.761 6.038
H -3.340 1.952 7.833
H -4.156 0.583 7.148
C -6.838 -0.294 0.562
C -6.757 0.433 1.860
N -6.082 -0.347 2.985
C -4.692 -0.874 2.606
C -5.912 0.604 4.264
C -7.126 1.510 4.560
C -7.056 -1.493 3.348
C -6.957 -2.061 4.784
O -5.686 -2.591 4.979
C -5.460 -3.137 6.253
H -7.142 -1.316 0.812
H -5.882 -0.321 -0.005
H -7.601 0.162 -0.069
H -7.836 0.674 2.078
H -6.200 1.398 1.817
H -4.185 -1.448 3.374
H -4.064 -0.019 2.281
H -4.848 -1.545 1.774
H -5.084 1.276 3.995
H -5.668 -0.065 5.083
H -7.032 1.864 5.574
H -8.056 0.950 4.587
H -7.275 2.356 3.890
H -6.815 -2.326 2.653
H -8.020 -1.147 3.042
H -7.736 -2.853 4.828
H -7.227 -1.295 5.489
H -6.141 -3.962 6.522
H -5.476 -2.448 7.106
H -4.388 -3.512 6.245
C -0.095 3.581 0.063
C 0.077 5.042 -0.258
N 1.166 5.806 0.518
C 2.546 5.224 0.269
C 1.090 7.289 0.093
C 1.617 7.571 -1.303
C 0.820 5.606 2.024
C 1.592 6.336 3.173
O 1.122 7.605 3.327
C 1.772 8.368 4.355
H -0.811 3.489 0.856
H 0.846 3.037 0.257
H -0.616 3.146 -0.811
H -0.816 5.554 0.150
H 0.281 5.293 -1.303
H 2.660 4.255 0.762
H 3.349 5.791 0.753
H 2.613 5.115 -0.798
H 1.610 7.934 0.822
H 0.034 7.549 0.019
H 1.112 8.471 -1.676
H 1.387 6.829 -2.058
H 2.698 7.744 -1.368
H 0.863 4.509 2.173
H -0.187 6.040 2.076
H 2.658 6.248 2.895
H 1.453 5.754 4.091
H 2.834 8.590 4.004
H 1.818 7.731 5.255
H 1.188 9.275 4.553
C 11.432 1.244 -2.044
C 10.466 1.739 -3.134
C 9.013 1.625 -2.900
C 8.615 2.770 -1.997
N 7.341 2.578 -1.181
C 6.975 3.862 -0.526
C 6.273 4.601 -1.617
C 5.421 3.519 -2.240
C 6.150 2.196 -2.002
C 7.629 1.578 -0.094
H 11.449 0.146 -2.000
H 11.082 1.604 -1.066
H 12.419 1.689 -2.110
H 10.705 1.073 -3.993
H 10.694 2.740 -3.452
H 8.849 0.654 -2.432
H 8.461 1.641 -3.824
H 8.586 3.615 -2.629
H 9.362 3.069 -1.262
H 6.300 3.554 0.328
H 7.851 4.317 -0.065
H 5.577 5.329 -1.188
H 6.958 5.067 -2.344
H 4.497 3.380 -1.664
H 5.195 3.698 -3.255
H 5.573 1.478 -1.375
H 6.475 1.539 -2.801
H 6.650 1.281 0.294
H 8.260 2.049 0.616
H 8.016 0.712 -0.585
N -3.519 -2.610 -1.703
O -2.816 -3.019 -0.714
O -2.912 -2.044 -2.643
O -4.757 -2.742 -1.825
N -3.602 2.959 2.598
O -3.265 2.050 3.331
O -4.347 2.704 1.590
O -3.140 4.182 2.781
N 3.712 1.378 0.983
O 4.691 2.048 1.435
O 3.919 0.260 0.436
O 2.506 1.727 1.106
N 1.245 -2.319 2.110
O 2.352 -2.432 2.735
O 0.248 -1.734 2.627
O 1.119 -2.871 0.948
N 1.209 3.288 -2.772
O 2.072 2.789 -1.889
O 0.219 2.595 -3.082
O 1.403 4.503 -3.159
*
```

No. 2
ORCA calculation (wB97M-V/def2-TZVPD) on a cluster of 14 separate species, C69H66O23 in total in a non-equilibrium geometry.

Values from the calculation:
HOMO-LUMO gap = 7.43 eV
HOMO level = -9.466 eV
relative energy (zero: lowest compared OMol25 entry of this formula, charge and spin) = 0.0 kcal/mol
LUMO energy = -2.032 eV
E = -119703.9424 eV

```
! RIJCOSX wB97M-V def2-TZVPD def2/J DEFGRID3
* xyz 0 1
C -6.660 1.056 0.893
C -6.653 1.982 2.141
O -5.601 2.169 2.755
C -8.040 2.441 2.623
H -5.672 0.833 0.467
H -7.206 1.591 0.146
H -7.209 0.137 1.117
H -8.426 3.258 1.965
H -8.053 2.804 3.638
H -8.730 1.613 2.512
C -5.069 3.894 -0.618
C -5.665 4.735 0.557
O -6.827 4.556 0.831
C -4.792 5.659 1.328
H -5.875 3.233 -0.998
H -4.244 3.232 -0.286
H -4.632 4.491 -1.430
H -4.128 4.993 1.935
H -5.333 6.290 2.047
H -4.197 6.352 0.703
C 1.773 0.705 -5.743
C 2.127 2.045 -5.050
O 2.662 2.942 -5.675
C 1.806 2.196 -3.571
H 2.710 0.144 -5.763
H 1.430 0.831 -6.779
H 1.075 0.122 -5.149
H 1.916 3.248 -3.322
H 2.512 1.583 -2.982
H 0.775 1.890 -3.367
C -4.212 -1.526 3.402
C -3.190 -2.449 4.052
O -2.080 -2.684 3.578
C -3.563 -3.021 5.403
H -5.131 -2.078 3.182
H -3.774 -1.120 2.483
H -4.470 -0.778 4.124
H -3.678 -2.223 6.135
H -2.947 -3.725 5.918
H -4.521 -3.498 5.276
C 7.043 -0.613 -0.623
C 5.911 0.335 -0.535
O 5.982 1.532 -0.786
C 4.723 -0.267 0.149
H 6.950 -1.038 -1.630
H 6.989 -1.470 0.076
H 8.014 -0.110 -0.630
H 4.523 -1.220 -0.303
H 3.897 0.422 0.210
H 5.044 -0.440 1.164
C 2.625 3.133 5.095
C 2.113 2.259 4.248
C 2.881 1.943 2.980
O 2.313 1.334 2.088
C 4.243 2.527 2.781
C 4.734 3.379 3.709
C 3.905 3.819 4.842
O 4.297 4.708 5.598
H 2.117 3.384 6.010
H 1.178 1.784 4.467
H 4.774 2.169 1.899
H 5.725 3.792 3.637
C 3.593 3.627 -0.400
C 4.635 4.336 -0.143
C 4.593 5.588 0.558
O 5.603 6.155 0.896
C 3.231 6.131 0.892
C 2.141 5.412 0.665
C 2.219 4.133 0.003
O 1.223 3.483 -0.266
H 3.674 2.714 -0.933
H 5.631 4.006 -0.494
H 3.231 7.032 1.516
H 1.148 5.745 0.885
C -4.819 2.031 -3.686
C -4.440 1.024 -2.910
C -5.461 0.085 -2.344
O -5.106 -0.966 -1.811
C -6.879 0.407 -2.494
C -7.185 1.502 -3.128
C -6.303 2.279 -3.949
O -6.747 3.123 -4.726
H -4.140 2.715 -4.187
H -3.387 0.885 -2.652
H -7.582 -0.129 -1.955
H -8.167 1.846 -3.165
C 0.638 -0.555 -0.165
C -0.253 0.406 -0.298
C -1.700 0.150 -0.332
O -2.509 1.053 -0.471
C -2.133 -1.279 -0.237
C -1.236 -2.244 -0.047
C 0.209 -1.945 -0.055
O 1.039 -2.852 0.001
H 1.745 -0.385 0.000
H 0.019 1.466 -0.275
H -3.199 -1.528 -0.234
H -1.575 -3.240 0.156
C -1.785 -6.996 -1.786
C -1.604 -7.219 -3.043
C -0.683 -6.430 -3.876
O -0.669 -6.494 -5.095
C 0.182 -5.492 -3.104
C 0.012 -5.290 -1.813
C -1.019 -5.977 -1.048
O -1.267 -5.683 0.147
H -2.432 -7.580 -1.144
H -2.119 -7.951 -3.628
H 0.999 -4.988 -3.658
H 0.652 -4.612 -1.304
C 3.648 -6.249 1.134
C 3.399 -4.910 1.112
C 4.201 -3.952 1.906
O 4.124 -2.736 1.793
C 5.187 -4.493 2.907
C 5.402 -5.835 2.913
C 4.821 -6.708 1.907
O 5.127 -7.905 1.859
H 3.061 -6.954 0.554
H 2.570 -4.497 0.544
H 5.623 -3.827 3.612
H 6.076 -6.273 3.642
C 0.414 -3.894 5.723
C 0.410 -2.633 6.068
C 0.608 -1.553 5.029
O 0.391 -0.417 5.389
C 1.118 -1.993 3.716
C 1.194 -3.284 3.387
C 0.885 -4.316 4.389
O 0.873 -5.505 4.132
H 0.127 -4.670 6.393
H 0.171 -2.192 7.026
H 1.279 -1.214 2.979
H 1.515 -3.628 2.401
C 3.484 -4.402 -2.703
C 3.308 -3.162 -2.296
C 3.576 -2.014 -3.179
O 3.393 -0.838 -2.817
C 4.099 -2.269 -4.550
C 4.364 -3.511 -4.882
C 4.080 -4.688 -4.017
O 4.388 -5.812 -4.378
H 3.296 -5.207 -1.980
H 2.974 -2.939 -1.324
H 4.421 -1.411 -5.136
H 4.866 -3.783 -5.796
C -1.485 6.381 -3.822
C -1.235 5.183 -4.310
C -1.440 3.951 -3.500
O -1.393 2.822 -3.988
C -1.572 4.118 -2.052
C -1.783 5.297 -1.551
C -1.848 6.497 -2.357
O -2.208 7.587 -1.904
H -1.331 7.280 -4.411
H -0.886 5.032 -5.331
H -1.445 3.203 -1.493
H -2.056 5.544 -0.535
*
```